[1]
{"formula": "C34H40IN6O3PbSSe2", "method": "the ωB97M-V functional and the def2-TZVPD basis", "max_force_ev_per_a": 1.3, "lumo_energy_ev": [-9.5, -11.4], "molar_mass_g_mol": 1104.82, "charge": 3, "total_energy_ha": -7564.51941, "multiplicity": 1, "gap_ev": [6.2, 4.2], "elements": ["H", "H", "H", "H", "H", "C", "H", "H", "H", "C", "C", "H", "H", "H", "C", "H", "H", "C", "C", "I", "H", "C", "N", "H", "C", "H", "C", "C", "H", "H", "N", "O", "H", "H", "S", "C", "H", "Se", "H", "C", "H", "C", "Se", "C", "N", "C", "C", "C", "C", "C", "C", "N", "C", "C", "C", "H", "H", "H", "C", "C", "C", "C", "H", "C", "H", "H", "C", "H", "O", "C", "H", "N", "C", "O", "H", "C", "H", "H", "H", "H", "C", "N", "H", "Pb", "H", "C", "H", "H"], "positions_angstrom": [[-4.0269, -5.3780, 2.3300], [5.0237, 2.1310, -1.9777], [1.6953, 5.4861, -0.8199], [6.5673, -1.8021, 1.4615], [-1.1898, 4.1077, -2.5783], [0.4430, -1.1815, -5.5675], [0.7162, -1.3278, -6.6036], [1.2291, -3.0730, -4.8714], [-2.3806, -5.7554, 0.4667], [1.8232, 2.0660, -0.8224], [-0.6350, 3.3567, -2.0185], [-5.3891, 1.4053, -2.1679], [5.2695, -3.8929, 1.7183], [-0.4413, 4.5266, -0.3695], [1.0020, -3.0130, 1.6411], [-5.4067, -0.5026, -0.9576], [3.3804, 3.5509, -0.8567], [3.4533, -0.4757, 1.2465], [0.5993, -2.9871, -2.2704], [-3.6352, -1.8497, -2.4829], [-0.0127, -3.3253, 1.7710], [-0.7955, -3.9657, -0.6798], [-4.4745, 1.6705, -1.8341], [4.4666, -0.2287, -2.5183], [-1.0482, 1.2319, 4.6047], [-3.0255, 0.4498, 4.2647], [5.4903, -1.7733, 1.4416], [-3.7159, 0.8279, -1.1410], [0.0123, 2.8165, -2.7052], [-1.3251, 2.6513, -1.5518], [-0.2710, -2.8369, -1.2072], [-0.5561, -5.1082, -0.9683], [-0.4585, 0.7474, -5.8760], [2.2938, -1.1201, -1.8983], [2.2529, -4.1501, 1.8308], [3.3908, -2.8642, 1.5686], [-1.0415, 0.9014, 5.6475], [-0.0749, -0.0991, 3.5061], [-1.0531, 0.9970, -3.4625], [1.5680, 0.7361, -1.1085], [-4.1554, 2.5999, -2.0600], [3.7481, 0.4214, -2.0448], [-2.5459, 1.7337, 2.1613], [2.4959, -0.0804, -1.7036], [1.3277, -1.7782, 1.3638], [-2.9813, 3.6335, 2.2815], [-3.4677, -4.5537, 1.9128], [-1.8620, -3.6851, 0.3824], [-2.5661, -4.7768, 0.8839], [-0.2091, -0.0242, -5.1647], [4.0463, 1.7366, -1.7442], [-2.0379, -2.4659, 0.8520], [1.5975, -0.0882, 4.4805], [0.8607, 2.9857, -0.1097], [-2.4658, 1.3710, 4.0959], [-2.9412, -1.2178, 2.1973], [2.0827, 0.8824, 4.3926], [-2.9914, 2.1875, 4.5893], [3.1082, 2.5419, -1.1310], [4.8311, -0.5525, 1.2901], [1.0997, 4.9978, -1.5878], [2.7041, -1.6484, 1.3592], [0.0656, 2.3960, 0.3587], [-0.5294, 0.1244, -3.8240], [-3.9828, -0.9429, 0.0334], [1.3957, -0.3147, 5.5257], [-2.8789, -2.2429, 1.8495], [0.5225, 5.7649, -2.1032], [1.4024, -3.8671, -2.4011], [-3.6227, -3.2681, 2.4154], [2.9514, 0.4736, 1.1464], [0.1890, 4.0046, -0.9863], [4.7755, -2.9430, 1.5890], [-2.5895, 1.1376, -0.7295], [-3.1919, 4.0130, 1.2859], [-4.3227, -0.5237, -0.9077], [-3.8722, 3.7321, 2.8959], [1.7580, 4.5124, -2.3039], [2.2306, -0.8562, 4.0459], [-0.5043, 2.1780, 4.5382], [0.7406, -2.1459, -4.6161], [-0.2318, -0.7878, -2.9100], [1.4088, 3.5297, 0.6645], [-0.4471, -0.7001, -0.3195], [-2.1561, 4.1765, 2.7356], [0.3750, -1.9070, -3.2957], [-4.3026, -3.0610, 3.2259], [5.4196, 0.3483, 1.2106]], "forces_ev_per_angstrom": [[-0.1, 0.0, 0.0], [0.1, 0.1, 0.0], [0.0, -0.1, 0.1], [0.1, 0.0, 0.0], [0.1, 0.1, 0.1], [0.0, 0.0, 0.1], [0.0, 0.0, 0.0], [0.1, -0.1, 0.0], [0.0, 0.0, 0.0], [-0.1, 0.3, 0.1], [-0.5, -0.4, -0.6], [0.1, 0.0, 0.0], [0.1, -0.1, 0.1], [0.1, -0.1, -0.1], [0.3, -0.2, 0.1], [0.0, -0.1, 0.0], [0.0, 0.1, 0.0], [0.0, 0.0, 0.1], [-0.1, 0.2, 0.1], [-0.3, 0.3, 0.4], [-0.3, -0.1, 0.0], [-0.7, 0.1, 0.7], [-0.3, 0.4, -0.2], [0.1, -0.1, 0.0], [0.1, 0.0, 0.0], [-0.1, 0.1, 0.0], [-0.1, -0.2, 0.0], [-0.2, -0.2, -0.2], [0.1, 0.1, 0.1], [0.1, 0.1, 0.0], [0.2, 0.9, 0.2], [0.0, -0.3, -0.1], [-0.1, 0.1, 0.0], [0.0, -0.2, 0.0], [0.0, 0.4, -0.1], [-0.4, 0.1, -0.1], [0.2, -0.1, -0.1], [-0.3, 0.6, 0.6], [-0.1, 0.1, 0.0], [0.5, 0.6, -0.1], [0.0, -0.1, 0.0], [-0.4, 0.0, 0.1], [0.0, -0.1, 0.4], [0.0, -0.4, -0.1], [-0.3, 0.0, 0.3], [0.2, -0.1, 0.2], [0.1, -0.1, -0.1], [0.0, -1.2, -0.2], [-0.1, 0.3, 0.1], [0.0, 0.0, 0.1], [0.3, 0.1, -0.1], [0.7, 1.0, -0.4], [0.1, -0.1, -0.2], [0.4, -0.6, 0.4], [-0.1, -0.1, -0.4], [-0.2, 0.0, 0.1], [-0.1, 0.1, 0.0], [0.1, -0.1, 0.1], [-0.2, -0.1, 0.1], [-0.2, 0.1, 0.0], [0.6, 0.7, -0.3], [0.9, -0.5, 0.1], [0.0, 0.2, 0.0], [0.1, 0.1, -0.3], [0.0, 0.0, -0.1], [-0.2, 0.0, 0.0], [-0.4, -0.4, 0.4], [-0.1, -0.2, 0.0], [0.3, 0.0, -0.4], [0.1, 0.3, 0.0], [0.0, 0.2, -0.1], [-0.3, 0.2, 0.3], [0.1, 0.0, 0.0], [0.2, -0.1, -0.1], [0.0, -0.1, -0.1], [0.2, -0.3, -0.3], [0.0, 0.0, 0.0], [-0.1, -0.1, 0.0], [0.0, 0.0, -0.1], [0.1, -0.2, 0.0], [-0.1, 0.2, 0.2], [-0.2, -0.2, 0.3], [-0.2, 0.1, -0.1], [-0.4, -0.8, -0.6], [0.0, 0.0, 0.0], [0.3, -0.3, -0.8], [-0.1, 0.0, 0.1], [0.0, 0.1, 0.0]], "mulliken_charge": [0.467, 0.462, 0.371, 0.459, 0.516, -0.673, 0.490, 0.626, 0.659, 0.523, -0.634, 0.223, 0.491, 0.330, -0.725, 0.716, 0.616, -0.168, -0.149, 0.177, 0.417, -0.200, -0.304, 0.575, -0.687, 0.413, -0.743, 0.189, 0.537, -0.104, 0.763, -0.605, 0.509, 0.382, -0.185, 0.919, 0.547, 0.473, 0.540, 0.490, 0.212, -1.036, 0.341, 0.004, 0.904, -1.215, -0.723, 0.317, -0.675, -1.001, -1.101, 0.969, -0.955, -0.955, -1.135, 0.748, 0.408, 0.569, -0.529, -0.749, -0.909, -1.217, -0.426, -0.534, -0.351, 0.483, -0.967, 0.358, -0.563, -0.988, 0.619, 0.203, -0.530, -0.285, 0.338, -0.489, 0.447, 0.474, 0.187, 0.424, -1.133, 0.713, 0.700, 1.385, 0.388, 0.538, 0.532, 0.504]}



[2]
{"formula": "C5H11N", "method": "the ωB97M-V functional and the def2-TZVPD basis", "max_force_ev_per_a": 0.3, "lumo_energy_ev": [1.1, 1.1], "molar_mass_g_mol": 85.15, "total_energy_ha": -251.71869, "multiplicity": 1, "gap_ev": [8.3, 8.3], "elements": ["H", "C", "C", "H", "H", "H", "C", "C", "H", "H", "H", "C", "H", "H", "H", "N", "H"], "positions_angstrom": [[0.6653, 1.1912, 0.3688], [2.3897, 0.3446, -0.7196], [-2.2625, 0.7069, 1.3500], [-2.9383, 0.2405, 0.6242], [-2.0032, 1.7162, 1.0092], [-1.3453, 0.1181, 1.4198], [-0.7164, -0.9010, -1.4479], [0.6265, -0.9868, 0.7361], [2.7511, -0.6419, -1.0309], [-0.8470, -0.1117, -2.1787], [3.1362, 0.7812, -0.0444], [1.0867, 0.2327, 0.0422], [-1.2834, -1.8233, -1.4943], [-2.7286, 0.7549, 2.3408], [2.3150, 0.9952, -1.5978], [0.0702, -0.7049, -0.4382], [1.0840, -1.9121, 1.0609]], "forces_ev_per_angstrom": [[0.1, -0.2, 0.0], [0.0, 0.0, 0.0], [0.0, 0.1, 0.0], [0.1, 0.1, 0.2], [-0.2, -0.2, 0.1], [-0.2, 0.0, 0.1], [0.0, 0.0, 0.1], [0.0, -0.2, -0.1], [-0.1, 0.2, 0.0], [0.1, -0.1, 0.1], [-0.1, -0.1, -0.1], [0.1, 0.3, -0.1], [0.1, 0.1, 0.0], [0.0, 0.0, -0.3], [0.0, -0.1, 0.1], [0.1, -0.1, 0.0], [-0.1, 0.1, -0.1]], "nbo_charge": [0.181, -0.641, -0.868, 0.210, 0.204, 0.225, -0.270, -0.244, 0.216, 0.194, 0.223, -0.050, 0.193, 0.211, 0.213, -0.206, 0.209]}



[3]
{"formula": "CH26O16Zn", "method": "the ωB97M-V functional and the def2-TZVPD basis", "max_force_ev_per_a": 5.6, "lumo_energy_ev": -3.1, "molar_mass_g_mol": 359.59, "total_energy_ha": -3036.82541, "multiplicity": 1, "gap_ev": 6.6, "elements": ["H", "H", "H", "H", "H", "H", "O", "H", "O", "H", "H", "H", "O", "O", "O", "H", "H", "O", "H", "H", "Zn", "O", "O", "O", "H", "O", "H", "H", "H", "H", "O", "O", "H", "O", "H", "O", "O", "H", "H", "H", "C", "H", "O", "H"], "positions_angstrom": [[-1.1313, 1.9342, 0.9137], [-3.4353, 0.2142, -1.4113], [-0.7243, -2.2548, -0.3803], [-1.4183, 0.3082, 4.0597], [3.5267, -1.7788, 0.6347], [0.4537, 1.2892, 1.4127], [-3.1223, 0.1892, -0.4583], [-0.5923, 2.6422, -1.6033], [2.2687, 1.2142, -1.3233], [-1.4663, 0.9662, -2.2183], [1.9817, -1.3828, 2.8387], [0.7907, 2.8182, -1.3003], [-0.7873, 0.1722, 1.1467], [1.2207, 1.6782, 1.8517], [4.0757, -2.2348, -0.0183], [0.4687, -2.9208, 1.5777], [-0.7013, 0.0382, 2.7057], [-1.2963, -3.0318, -0.2633], [1.6247, -0.9638, 1.3207], [0.7927, -0.0288, -4.5833], [1.2257, -0.4638, -1.7863], [0.9867, 0.4692, -3.7383], [0.2137, 2.7962, -2.0553], [0.8007, -1.1048, 0.0557], [0.6887, 1.3392, -3.9333], [-0.6913, -0.1898, 3.6627], [-0.5283, -1.8038, 2.0367], [-2.2373, -0.7118, 1.7617], [2.4717, 1.6692, -2.2193], [-2.8723, -2.0788, 1.4487], [-0.2573, -2.7408, 2.1397], [2.2757, -0.8778, 2.0757], [-2.2063, 0.2742, -0.4053], [-2.0233, 1.1812, -3.0053], [1.6297, 0.9312, 2.2777], [-1.0043, 2.6782, 0.3377], [-0.4143, 0.2192, -1.1423], [-1.8433, 3.0072, 0.0517], [-1.4863, 1.7702, -3.5673], [3.6727, -1.9078, -0.8423], [-0.1303, -0.2358, 0.0627], [3.0547, 1.5022, -0.8523], [-2.8113, -1.4198, 2.1217], [-1.0433, -3.1698, 0.6137]], "forces_ev_per_angstrom": [[-0.7, -0.5, 0.4], [1.0, 0.0, 1.8], [-0.6, -0.6, -0.7], [0.2, -0.3, -0.1], [0.1, 0.0, 0.8], [0.5, 0.5, 0.6], [-3.7, -0.2, -1.5], [-1.5, -0.2, 0.7], [1.5, 1.3, -2.9], [-0.5, 0.2, -0.8], [-0.3, -0.1, 0.0], [0.5, 0.2, 0.6], [2.3, -1.9, -4.8], [0.2, 1.1, -0.7], [-0.6, 0.5, -0.8], [1.4, 0.0, -0.7], [0.1, 0.0, 1.4], [-0.1, 1.1, -2.8], [0.7, -0.3, 1.5], [0.3, 0.5, 1.4], [0.1, 0.6, -0.7], [0.6, -2.8, -1.5], [1.3, 0.4, -1.8], [1.1, -0.8, -0.4], [-0.6, 1.7, 0.5], [0.1, 0.4, 0.0], [0.2, -0.8, 0.5], [-1.0, -0.8, 0.1], [-0.9, -0.9, 1.8], [-0.1, -0.5, -0.9], [-1.1, 0.3, 1.1], [0.4, 0.1, -0.6], [1.8, 0.3, -0.4], [0.6, 0.3, -0.2], [0.4, -0.6, 0.5], [1.0, 1.1, -0.6], [-0.3, -0.4, 1.8], [-1.0, 0.1, 0.2], [-0.5, -0.3, 0.6], [0.6, -0.4, 0.2], [-3.8, 2.5, 1.7], [0.2, -0.5, 1.1], [0.3, 1.1, 0.8], [0.1, -1.2, 2.9]], "nbo_charge": [0.497, 0.486, 0.435, 0.471, 0.493, 0.452, -0.953, 0.499, -1.011, 0.496, 0.502, 0.487, -0.833, -0.974, -0.920, 0.457, 0.473, -0.940, 0.482, 0.522, 1.751, -1.014, -0.994, -0.889, 0.531, -0.973, 0.495, 0.471, 0.518, 0.473, -0.937, -1.019, 0.461, -0.975, 0.489, -0.979, -0.947, 0.481, 0.456, 0.423, 0.994, 0.536, -0.950, 0.476]}



[4]
{"formula": "C4H10NO2", "method": "the ωB97M-V functional and the def2-TZVPD basis", "max_force_ev_per_a": 1.5, "lumo_energy_ev": 4.1, "molar_mass_g_mol": 104.13, "charge": -1, "total_energy_ha": -363.54364, "multiplicity": 1, "gap_ev": 5.2, "elements": ["H", "C", "H", "C", "O", "C", "H", "H", "H", "H", "C", "H", "N", "H", "O", "H", "H"], "positions_angstrom": [[2.6107, 0.0657, 0.7009], [-2.3255, 0.9160, 0.4355], [1.1234, -0.4007, 1.5837], [-1.8546, 0.0571, -0.7080], [-2.0314, -1.1634, -0.7606], [1.4466, -1.4674, -0.2753], [-2.0246, 1.9481, 0.2915], [1.8938, -1.2777, -1.2491], [-1.8931, 0.5522, 1.3639], [-3.4161, 0.8537, 0.5203], [1.5279, -0.1867, 0.5830], [1.9743, -2.2955, 0.2056], [0.7755, 0.9154, 0.1123], [0.7516, 2.0063, -1.4503], [1.4287, 1.4068, -1.1246], [-1.4292, 0.5954, -1.5661], [0.4048, -1.7378, -0.4193]], "forces_ev_per_angstrom": [[0.0, -0.1, 0.1], [-0.1, -0.2, 0.0], [0.1, 0.0, -0.1], [0.2, -1.3, 0.1], [0.0, 1.5, 0.1], [0.1, 0.2, 0.2], [0.1, 0.1, 0.0], [0.0, 0.0, -0.1], [0.1, 0.0, 0.0], [0.0, 0.0, -0.1], [0.2, 0.1, -0.5], [0.1, -0.2, 0.0], [-1.3, 0.3, 0.6], [0.1, -0.1, 0.1], [0.4, -0.2, -0.4], [0.1, -0.1, -0.1], [-0.1, -0.1, 0.0]], "nbo_charge": [0.104, -0.711, 0.165, 0.450, -0.619, -0.645, 0.218, 0.194, 0.241, 0.193, -0.245, 0.161, -0.555, 0.438, -0.709, 0.108, 0.210]}



[5]
{"formula": "C7H10N2O2S", "method": "the ωB97M-V functional and the def2-TZVPD basis", "s2": 2.0131, "max_force_ev_per_a": 7.5, "lumo_energy_ev": [0.5, -3.3], "molar_mass_g_mol": 186.24, "total_energy_ha": -930.59168, "multiplicity": 3, "gap_ev": [5.5, 5.9], "elements": ["H", "H", "H", "O", "C", "C", "C", "N", "N", "C", "H", "H", "S", "C", "H", "C", "C", "O", "H", "H", "H", "H"], "positions_angstrom": [[-1.3055, -2.0385, 1.0363], [-1.4709, 2.7246, 1.3088], [2.4960, 1.0259, 1.4735], [0.6219, -0.6189, -0.6808], [-0.7962, 2.2981, 0.6197], [-1.3295, 1.1791, -0.1442], [1.6770, 1.0227, 0.8422], [-1.9928, 0.2919, 0.4488], [3.8980, -0.5932, -1.2271], [-1.3382, -1.8851, -0.0036], [1.6850, -1.2540, 0.9096], [-0.3921, 3.1765, -0.0717], [0.2953, 1.5140, 1.8952], [2.9349, -0.5233, -0.6095], [-0.9879, 1.0366, -1.2710], [1.7162, -0.4266, 0.2439], [-0.0140, -1.9096, -0.7688], [-2.2626, -0.9014, -0.3305], [-1.8501, -2.7081, -0.4362], [1.8524, 1.7264, 0.0751], [0.7481, -2.7034, -0.3462], [-0.1591, -2.1971, -1.7409]], "forces_ev_per_angstrom": [[0.5, 0.1, 1.5], [-1.0, 0.6, 0.7], [1.8, 0.3, 1.5], [0.5, 0.2, 0.0], [-1.1, 2.0, -4.3], [3.6, 3.9, -5.3], [-1.4, -1.9, 0.0], [-2.7, -3.8, 3.1], [0.1, 0.0, -0.2], [0.0, -1.1, -1.8], [0.3, -0.3, 1.2], [-0.5, -2.0, 1.5], [2.0, -1.9, 1.2], [0.0, 0.0, 0.8], [-0.8, 0.4, 2.5], [-1.4, 0.6, -2.6], [2.2, 0.3, 4.3], [0.6, 2.3, 0.1], [-0.4, -1.5, 0.0], [-0.2, 0.8, -1.1], [-1.6, 1.2, -0.5], [-0.3, -0.1, -2.7]], "nbo_charge": [0.182, 0.219, 0.243, -0.543, -0.655, -0.071, -0.583, -0.214, -0.291, -0.107, 0.225, 0.249, 0.542, 0.248, 0.207, 0.025, -0.074, -0.397, 0.192, 0.240, 0.168, 0.195]}